P | Entry from the OMol25 dataset: a single C5H7BrO molecule (the ωB97M-V functional and the def2-TZVPD basis).

```
14
C5H7BrO | the OMol25 dataset | the ωB97M-V functional and the def2-TZVPD basis
C -0.00613 -0.46056 0.21458
C -0.37980 0.82246 -0.26438
C 0.60370 -0.62916 1.51561
C 1.46130 -0.91721 0.27115
C -1.51747 0.86496 -1.31262
O -0.09837 1.88594 0.22454
Br 2.94085 0.29672 0.02875
H -0.55795 -1.31783 -0.11725
H 1.02812 0.20721 2.02096
H 0.25199 -1.38261 2.24443
H 1.66874 -1.96793 -0.07139
H -1.44410 0.03500 -2.10026
H -1.44560 1.83156 -1.84919
H -2.50529 0.73145 -0.80492
```

* structure (SMILES): CC(=O)[C@@H]1C[C@@H]1Br
* LUMO: 0.78 eV
* HOMO: -9.58 eV

Q | Entry from the OMol25 dataset: 2 unconnected molecules or ions with the total composition C5H7BrO (the ωB97M-V functional and the def2-TZVPD basis).

```
14
C5H7BrO | the OMol25 dataset | the ωB97M-V functional and the def2-TZVPD basis
C 1.52066 1.53161 0.14648
C 0.08333 -2.51197 -0.56963
C 0.24103 1.21090 0.42281
C -1.00680 -1.83574 -0.81935
C -0.76387 1.93363 1.30723
O -1.80038 1.44428 1.67115
Br -1.11028 -0.92561 -2.42378
H 2.21833 0.86571 -0.48407
H 1.97951 2.33227 0.61342
H 0.96772 -2.49700 -1.28362
H 0.25098 -3.08764 0.31386
H -0.53676 3.03436 1.46525
H -0.14558 0.29621 -0.09474
H -1.89789 -1.79101 -0.26500
```

* structure (SMILES): C=CC=O.C=CBr
* LUMO: 0.26 eV
* HOMO: -9.66 eV

Quick one: least stable of them? Q

P | Entry from the OMol25 dataset: 2 unconnected molecules or ions with the total composition C3H13N3 (the ωB97M-V functional and the def2-TZVPD basis).

```
19
C3H13N3 | the OMol25 dataset | the ωB97M-V functional and the def2-TZVPD basis
C -0.44071 -1.85373 -0.96567
C -0.27054 1.31902 0.71477
C -1.37342 1.69681 -0.25831
N 0.20576 -2.75669 -0.03471
H -0.25904 -3.66162 -0.04621
H 0.11729 -2.39159 0.91348
H -0.43745 -2.27675 -1.97395
H -1.47724 -1.66245 -0.67518
H -0.44347 0.31392 1.11382
H -0.28561 2.00196 1.57153
H -1.15898 1.37711 -1.28368
H -1.51875 2.78238 -0.28659
H -2.31795 1.22664 0.03316
N 1.10353 1.38242 -0.01263
N 2.10798 1.14248 0.97318
H 2.04834 0.22029 1.41373
H 1.21882 0.80810 -0.85150
H 0.11159 -0.88009 -0.97257
H 3.06986 1.21178 0.62732
```

* structure (SMILES): CCNN.CN
* LUMO: 1.03 eV
* HOMO: -8.40 eV

Q | Entry from the OMol25 dataset: 2 unconnected molecules or ions with the total composition C3H13N3 (the ωB97M-V functional and the def2-TZVPD basis).

```
19
C3H13N3 | the OMol25 dataset | the ωB97M-V functional and the def2-TZVPD basis
C -2.74421 -0.92362 -0.29698
N -1.62281 -0.17295 0.19611
C -1.44789 1.13850 -0.33367
H -2.77920 -0.62647 -1.42245
H -3.67468 -0.77844 0.29793
H -2.55032 -2.01298 -0.25288
H -1.54533 -0.23376 1.20169
H -2.43764 1.63529 -0.50001
H -0.84668 1.84848 0.26478
H -1.07812 1.05227 -1.36927
N 1.69258 -1.23654 -0.29374
C 2.34049 -0.15859 0.45977
N 2.01252 1.28673 0.39815
H 1.62028 -1.22833 -1.27120
H 0.91846 -1.58347 0.12521
H 3.41095 -0.32356 0.27687
H 2.27061 -0.30256 1.52175
H 1.03840 1.47449 0.59862
H 2.18681 1.60065 -0.54936
```

* structure (SMILES): CNC.NCN
* LUMO: 0.95 eV
* HOMO: -8.54 eV

Quick one: least stable of them? P

P | Entry from the OMol25 dataset: 2 unconnected molecules or ions with the total composition C3H13N3 (the ωB97M-V functional and the def2-TZVPD basis).

```
19
C3H13N3 | the OMol25 dataset | the ωB97M-V functional and the def2-TZVPD basis
C -2.05625 1.38060 -0.29978
C -2.43554 -0.02318 0.18465
N -1.43031 -1.00782 -0.18719
H -1.93996 1.31506 -1.38056
H -2.73413 2.11293 0.12649
H -1.07633 1.66309 0.10153
H -2.36146 0.10072 1.27237
H -3.44386 -0.32292 -0.13489
H -1.60116 -1.92600 0.19386
H -1.23394 -0.98241 -1.15840
N 1.49585 -0.50893 1.15943
C 1.58452 -0.19028 -0.26784
N 2.91736 0.18483 -0.70109
H 1.68260 0.37489 1.63969
H 0.50269 -0.63030 1.33565
H 1.34209 -1.07480 -0.87067
H 0.91197 0.59998 -0.59094
H 3.15098 1.15688 -0.51811
H 3.61020 -0.27507 -0.11406
```

* structure (SMILES): CCN.NCN
* LUMO: 0.95 eV
* HOMO: -9.13 eV

Q | Entry from the OMol25 dataset: 2 unconnected molecules or ions with the total composition C3H13N3 (the ωB97M-V functional and the def2-TZVPD basis).

```
19
C3H13N3 | the OMol25 dataset | the ωB97M-V functional and the def2-TZVPD basis
C -3.05078 3.60322 1.89416
C -3.61533 2.68354 0.82140
N -2.57632 1.86526 0.20518
H -2.04611 3.33466 2.17397
H -3.03494 4.66427 1.59561
H -3.67888 3.71380 2.78140
H -4.37694 2.05717 1.30890
H -4.18038 3.20542 0.04432
H -1.65501 2.14986 0.47298
H -2.81803 0.92660 -0.03348
N 2.61373 -1.92248 -0.19302
C 2.82449 -2.64840 -1.48092
N 3.80476 -3.68125 -1.38708
H 1.88670 -2.42504 0.28966
H 2.29263 -0.96678 -0.27148
H 1.86765 -3.10474 -1.73725
H 2.95381 -1.86019 -2.17904
H 4.73270 -3.39969 -1.67481
H 3.89248 -4.02714 -0.44107
```

* structure (SMILES): CCN.NCN
* LUMO: 0.90 eV
* HOMO: -8.72 eV

Quick one: least stable of them? Q

P | Entry from the OMol25 dataset: a single C5H2O molecule (the ωB97M-V functional and the def2-TZVPD basis).

```
8
C5H2O | the OMol25 dataset | the ωB97M-V functional and the def2-TZVPD basis
O -3.54658 0.10712 -0.27260
C -2.38122 0.07208 -0.21166
C -1.07990 -0.08967 -0.32305
C -0.06214 0.16250 0.51264
C 1.32272 -0.15239 0.32840
C 2.51114 -0.36686 0.36389
H -0.23879 0.64308 1.47495
H 3.56185 -0.56913 0.39510
```

* structure (SMILES): C#CC=C=C=O
* LUMO: -1.12 eV
* HOMO: -9.41 eV

Q | Entry from the OMol25 dataset: a single C5H2O molecule (the ωB97M-V functional and the def2-TZVPD basis).

```
8
C5H2O | the OMol25 dataset | the ωB97M-V functional and the def2-TZVPD basis
O 0.52456 -2.05761 1.96139
C 0.63878 -1.30075 1.03576
C 1.56784 -0.91955 -0.01310
C 0.51747 -0.14098 -0.18512
C -0.28733 0.84906 -0.76116
C -0.97790 1.70170 -1.26018
H -0.39321 -0.58949 0.92675
H -1.59020 2.45763 -1.70431
```

* LUMO: -0.47 eV
* HOMO: -9.68 eV

Quick one: least stable of them? Q